[1]
ORCA calculation (the ωB97M-V functional and the def2-TZVPD basis) on a single C4H4N2O molecule.

Summary:
HOMO-LUMO gap = 0.35076 Eh
SMILES = O=Cc1cnc[nH]1
HOMO = -9.342 eV
Max |F| = 0.022 Eh/bohr
Total charge = 0
Spin multiplicity = 1
Energy relative to the best compared isomer or geometry (same formula, charge and spin) = 101.5 kJ/mol

Each line ends with the natural charge from an NBO analysis.
Element x y z (Å)
O: 1.5197 0.6788 1.7714  -0.57
C: 0.8706 -0.3079 1.4664  0.39
C: 0.4184 -0.5214 0.0935  -0.10
C: -0.7349 -1.1222 -0.3986  0.01
N: -1.3772 -0.2990 -1.2690  -0.46
C: -0.6390 0.7994 -1.2880  0.21
N: 0.5076 0.6586 -0.6238  -0.48
H: 0.4466 -0.9706 2.2377  0.14
H: -1.1727 -2.0787 -0.1376  0.22
H: -1.0166 1.7900 -1.4760  0.21
H: 1.1776 1.3731 -0.3760  0.44



[2]
ORCA calculation (the ωB97M-V functional and the def2-TZVPD basis) on a molecular structure, C4H4N2O.

Summary:
HOMO-LUMO gap = 0.31113 Eh
HOMO = -8.343 eV
Max |F| = 0.016 Eh/bohr
Total charge = 0
Spin multiplicity = 1
Energy relative to the best compared isomer or geometry (same formula, charge and spin) = 397.6 kJ/mol

Each line ends with the natural charge from an NBO analysis.
Element x y z (Å)
N: -1.9687 1.0082 0.9962  -0.65
C: -0.8266 1.3406 0.8311  0.59
C: 0.4955 1.6389 0.6006  -0.25
N: 0.6839 0.4768 0.0253  -0.27
C: 1.1047 -0.5770 -0.5647  -0.16
C: 0.1250 -1.6502 -0.7771  0.38
O: -1.0436 -1.5871 -0.4274  -0.58
H: -2.3544 0.1167 0.7023  0.45
H: 1.1387 2.4889 0.8067  0.21
H: 2.1374 -0.6996 -0.9042  0.18
H: 0.5081 -2.5563 -1.2886  0.11



[3]
ORCA calculation (the ωB97M-V functional and the def2-TZVPD basis) on a single C4H4N2O molecule.

Summary:
HOMO-LUMO gap = 0.36223 Eh
SMILES = O=c1ccnc[nH]1
HOMO = -9.528 eV
Max |F| = 0.018 Eh/bohr
Total charge = 0
Spin multiplicity = 1
Energy relative to the best compared isomer or geometry (same formula, charge and spin) = 15.1 kJ/mol

Each line ends with the natural charge from an NBO analysis.
Element x y z (Å)
O: -1.1430 -0.0626 -2.1837  -0.57
C: -0.6186 -0.0361 -1.0893  0.62
C: -1.1037 -0.6390 0.1397  -0.36
C: -0.3289 -0.6236 1.2481  0.05
N: 0.9855 -0.1943 1.2858  -0.48
C: 1.3655 0.4574 0.2429  0.30
N: 0.5793 0.6852 -0.8466  -0.61
H: -2.1084 -1.0457 0.1290  0.24
H: -0.7210 -0.9700 2.1984  0.21
H: 2.3793 0.8534 0.1697  0.19
H: 0.7139 1.5751 -1.2941  0.42



[4]
ORCA calculation (the ωB97M-V functional and the def2-TZVPD basis) on a single C4H4N2O molecule.

Summary:
HOMO-LUMO gap = 0.33324 Eh
HOMO = -9.563 eV
Max |F| = 0.012 Eh/bohr
Total charge = 0
Spin multiplicity = 1
Energy relative to the best compared isomer or geometry (same formula, charge and spin) = 454.0 kJ/mol

Each line ends with the natural charge from an NBO analysis.
Element x y z (Å)
O: 1.9595 -0.6311 0.8028  -0.54
C: 1.4775 -0.9481 -0.2693  0.49
C: 1.0541 1.6397 -0.0382  0.20
C: -0.2282 1.4185 0.1978  -0.40
N: -1.1183 0.3563 0.3296  -0.58
C: -0.8790 -0.9368 -0.0524  0.33
N: 0.2103 -1.4726 -0.4313  -0.53
H: 2.0608 -0.9134 -1.2030  0.14
H: -0.6609 2.4254 0.2635  0.29
H: -2.0869 0.6012 0.4652  0.41
H: -1.7889 -1.5391 -0.0648  0.19



[5]
ORCA calculation (the ωB97M-V functional and the def2-TZVPD basis) on a single C4H4N2O molecule.

Summary:
HOMO-LUMO gap = 0.41015 Eh
SMILES = N#CC(C#N)CO
HOMO = -11.061 eV
Max |F| = 0.185 Eh/bohr
Total charge = 0
Spin multiplicity = 1
Energy relative to the best compared isomer or geometry (same formula, charge and spin) = 396.0 kJ/mol

Each line ends with the natural charge from an NBO analysis.
Element x y z (Å)
N: -1.8419 -1.6127 -0.6863  -0.27
C: -0.8352 -1.1992 -0.1715  0.27
C: 0.2754 -0.6135 0.4396  -0.46
C: 1.0012 -0.0901 -0.6644  0.28
N: 1.9040 0.4408 -1.2753  -0.28
C: 0.0893 0.8316 1.3166  0.04
O: -0.5011 1.5128 0.3346  -0.71
H: 0.8756 -1.4376 0.9501  0.29
H: -0.5031 0.3356 2.1799  0.15
H: 0.8670 1.0682 1.8883  0.18
H: -0.8497 2.5613 0.5148  0.51



[6]
ORCA calculation (the ωB97M-V functional and the def2-TZVPD basis) on a molecular structure, C4H4N2O.

Summary:
HOMO-LUMO gap = 0.34885 Eh
HOMO = -9.822 eV
Max |F| = 0.011 Eh/bohr
Total charge = 0
Spin multiplicity = 1
Energy relative to the best compared isomer or geometry (same formula, charge and spin) = 304.0 kJ/mol

Each line ends with the natural charge from an NBO analysis.
Element x y z (Å)
O: 2.4044 -1.3564 0.0063  -0.51
C: 1.4147 -0.6885 0.0005  0.64
C: 1.2979 0.7833 -0.0440  -0.41
C: 0.1033 1.4222 -0.0466  0.06
N: -1.1440 0.7487 -0.0068  -0.54
C: -0.7486 -0.4316 0.0248  0.76
N: 0.0613 -1.3332 0.0413  -0.51
H: 2.2269 1.3367 -0.0744  0.26
H: 0.0109 2.5024 -0.0798  0.23
H: -2.7814 -1.5305 0.4575  0.01
H: -2.8455 -1.4532 -0.2788  0.01



> Number 2 is which compound?

C4H4N2O



What did the fourth record say?
ORCA calculation (the ωB97M-V functional and the def2-TZVPD basis) on a single C4H4N2O molecule.

Summary:
HOMO-LUMO gap = 0.33324 Eh
HOMO = -9.563 eV
Max |F| = 0.012 Eh/bohr
Total charge = 0
Spin multiplicity = 1
Energy relative to the best compared isomer or geometry (same formula, charge and spin) = 454.0 kJ/mol

Each line ends with the natural charge from an NBO analysis.
Element x y z (Å)
O: 1.9595 -0.6311 0.8028  -0.54
C: 1.4775 -0.9481 -0.2693  0.49
C: 1.0541 1.6397 -0.0382  0.20
C: -0.2282 1.4185 0.1978  -0.40
N: -1.1183 0.3563 0.3296  -0.58
C: -0.8790 -0.9368 -0.0524  0.33
N: 0.2103 -1.4726 -0.4313  -0.53
H: 2.0608 -0.9134 -1.2030  0.14
H: -0.6609 2.4254 0.2635  0.29
H: -2.0869 0.6012 0.4652  0.41
H: -1.7889 -1.5391 -0.0648  0.19



> Which formula does entry 5 have?

C4H4N2O